1.
Computed, not measured: 2 unconnected molecules or ions with the total composition C3H13N4, with ωB97M-V with the def2-TZVPD basis set.

```
20
Properties=species:S:1:pos:R:3:forces:R:3
N 2.724 -0.053 -0.619 -0.27 -0.54 -0.19
C 2.782 -1.322 -0.041 -0.42 0.06 -0.06
N 2.572 -2.367 -0.729 0.18 -0.14 0.23
H 1.966 0.489 -0.205 0.39 0.32 0.14
H 2.497 -0.213 -1.598 0.03 0.28 -0.03
H 2.997 -1.336 1.028 0.01 0.10 0.06
H 2.672 -3.186 -0.134 0.11 -0.05 -0.15
N -0.750 2.200 0.528 -0.07 -0.55 0.09
C -1.809 1.150 0.288 0.45 0.18 0.06
C -1.206 -0.228 0.083 -0.23 -0.33 0.16
N -2.345 -1.147 -0.075 0.30 -0.07 -0.34
H -0.204 1.947 1.392 0.03 0.19 -0.01
H -0.052 2.215 -0.263 -0.05 0.18 -0.02
H -1.152 3.155 0.657 0.03 -0.02 -0.04
H -2.449 1.128 1.166 -0.13 0.08 -0.11
H -2.363 1.457 -0.592 -0.19 0.07 -0.01
H -0.500 -0.262 -0.751 0.01 0.20 -0.11
H -0.639 -0.518 0.969 -0.06 -0.01 0.06
H -2.740 -1.007 -1.002 -0.12 0.05 0.10
H -2.001 -2.102 -0.100 -0.02 0.01 0.17
```
Forces are in eV/Å.

Results
Energy ... -9278.859 eV
Highest occupied orbital energy (spin up / spin down) ... -4.0 / -9.8 eV
Net charge ... 0
Gap between HOMO and LUMO (spin up / spin down) ... 0.17934 / 0.37933 Ha
Max |F| ... 0.012 hartree/bohr
LUMO level (spin up / spin down) ... 0.85 / 0.56 eV
Spin multiplicity ... 2
Energy relative to the best compared isomer or geometry (same formula, charge and spin) ... 24.8 kcal/mol

Here are the Mulliken charges for atoms 1 to 2, given in e:
1 N -0.647
2 C -0.017


2.
Computed, not measured: 2 unconnected molecules or ions with the total composition C3H13N4 at a distorted geometry, with ωB97M-V with the def2-TZVPD basis set.

```
20
Properties=species:S:1:pos:R:3:forces:R:3
C -2.610 -0.056 0.187 0.34 -1.10 -1.14
C 3.114 -0.754 -0.169 -0.09 -2.11 -0.48
C -1.187 -0.160 -0.291 2.74 4.78 1.92
N -2.924 1.249 0.708 1.18 -0.28 -0.77
N 2.628 0.430 0.445 0.78 2.20 -1.91
N -0.323 0.843 0.140 -3.37 -1.91 -0.38
N -0.609 -0.996 -1.109 -1.11 -0.82 0.17
H -2.708 -0.766 0.975 0.24 -0.63 1.01
H -3.235 -0.552 -0.569 -0.28 0.70 -0.35
H 2.252 -1.475 -0.160 0.48 0.42 -0.86
H 3.862 -1.420 0.327 0.06 1.15 0.06
H -3.851 1.234 1.031 -1.39 0.00 0.88
H -0.576 1.645 0.722 -0.27 -0.88 -0.19
H 2.458 0.187 1.354 -0.39 0.26 3.12
H 0.382 -1.083 -1.185 0.66 0.30 -0.08
H 3.260 1.261 0.339 -0.78 -1.35 0.53
H 0.626 0.668 -0.055 1.95 0.38 -0.08
H 3.490 -0.462 -1.139 -0.13 -0.67 -0.50
H -1.128 -1.721 -1.527 -0.65 -0.92 -0.43
H -2.920 1.929 -0.026 0.05 0.49 -0.51
```
Forces are in eV/Å.

Results
Energy ... -9275.875 eV
Highest occupied orbital energy ... -13.1 eV
Net charge ... +1
Gap between HOMO and LUMO ... 0.36331 Ha
Max |F| ... 0.113 hartree/bohr
LUMO level ... -3.26 eV
Energy relative to the best compared isomer or geometry (same formula, charge and spin) ... 38.5 kcal/mol

Here are the Mulliken charges for atoms 1 to 2, given in e:
1 C -0.474
2 C -0.699


3.
Computed, not measured: 2 unconnected molecules or ions with the total composition C3H13N4, with ωB97M-V with the def2-TZVPD basis set.

```
20
Properties=species:S:1:pos:R:3:forces:R:3
N 0.286 -0.998 -2.362 -0.17 -0.09 0.48
C -0.440 -1.220 -1.209 0.50 0.00 -0.24
N -0.488 -2.504 -0.783 0.74 0.22 0.32
N -1.044 -0.264 -0.543 -0.36 -0.32 -0.14
H 0.633 -0.055 -2.437 -0.12 -0.06 -0.23
H 0.969 -1.696 -2.623 -0.25 -0.02 -0.21
H 0.284 -3.114 -1.015 -0.18 -0.05 -0.07
H -0.855 -2.641 0.145 -0.32 0.01 -0.07
H -1.472 0.381 -1.206 0.43 0.34 0.12
C -0.449 2.415 1.360 0.25 -0.03 -0.05
N 0.579 1.404 0.987 -0.01 -0.17 0.03
C 1.233 0.736 2.144 -0.05 0.00 -0.13
H -0.805 2.890 0.451 -0.06 0.02 0.03
H -1.268 1.906 1.860 0.00 -0.01 0.03
H 0.017 3.148 2.013 -0.11 0.04 0.02
H 1.278 1.829 0.383 0.08 0.12 0.12
H 0.097 0.663 0.400 -0.41 -0.06 -0.14
H 1.611 1.484 2.834 0.04 -0.02 0.01
H 2.042 0.114 1.770 0.04 0.02 0.06
H 0.494 0.107 2.631 -0.03 0.05 0.06
```
Forces are in eV/Å.

Results
Energy ... -9276.499 eV
Highest occupied orbital energy ... -12.9 eV
Net charge ... +1
Gap between HOMO and LUMO ... 0.36200 Ha
Max |F| ... 0.016 hartree/bohr
LUMO level ... -3.08 eV
Energy relative to the best compared isomer or geometry (same formula, charge and spin) ... 24.1 kcal/mol

Here are the Mulliken charges for atoms 1 to 2, given in e:
1 N -0.495
2 C 0.612


4.
Computed, not measured: 2 unconnected molecules or ions with the total composition C3H13N4 at a distorted geometry, with ωB97M-V with the def2-TZVPD basis set.

```
20
Properties=species:S:1:pos:R:3:forces:R:3
C 1.842 -0.090 1.907 -0.63 -2.92 -0.86
C 0.419 -0.220 1.283 -0.27 2.17 -0.99
C 0.381 -0.075 -0.257 0.53 -1.45 1.13
N -0.775 0.081 -0.840 1.37 -0.15 1.96
N 1.433 -0.106 -2.256 0.71 -3.11 -1.39
N 1.539 -0.309 -0.901 -0.93 1.72 1.24
N -3.313 0.416 -0.140 -1.68 -0.13 -0.26
H 2.440 -0.982 1.654 -0.19 0.07 -0.74
H 2.452 0.722 1.595 0.06 1.20 0.22
H 1.847 -0.338 2.945 -0.41 1.05 1.04
H -0.225 0.688 1.548 0.61 -1.52 0.44
H -0.092 -1.188 1.474 0.33 0.74 0.30
H -0.958 0.046 -1.799 0.41 -0.03 -1.69
H -1.615 0.151 -0.261 -0.57 0.17 -0.02
H 1.919 -0.933 -2.692 -0.64 1.80 0.00
H 1.721 0.789 -2.559 0.71 0.82 -0.41
H 2.368 0.010 -0.375 -0.38 -0.61 -0.55
H -3.886 -0.419 -0.089 0.29 -0.80 0.36
H -3.652 0.922 0.666 0.12 0.40 0.38
H -3.844 0.836 -0.906 0.58 0.57 -0.14
```
Forces are in eV/Å.

Results
Energy ... -9275.652 eV
Highest occupied orbital energy ... -14.7 eV
Net charge ... +1
Gap between HOMO and LUMO ... 0.43768 Ha
Max |F| ... 0.068 hartree/bohr
LUMO level ... -2.75 eV
Energy relative to the best compared isomer or geometry (same formula, charge and spin) ... 43.6 kcal/mol

Here are the Mulliken charges for atoms 1 to 2, given in e:
1 C -1.624
2 C -0.067


5.
Computed, not measured: 2 unconnected molecules or ions with the total composition C3H13N4S at a distorted geometry, with ωB97M-V with the def2-TZVPD basis set.

```
21
Properties=species:S:1:pos:R:3:forces:R:3
C 0.695 -0.745 -1.463 -1.98 -1.71 -3.26
C 0.215 0.970 0.409 -1.16 2.26 -3.40
C 0.793 -0.322 -0.042 0.72 -1.91 2.52
N -0.178 1.913 -0.464 2.20 -2.91 2.75
N 2.181 -0.159 0.408 -1.74 -3.14 2.87
N -2.030 0.562 1.105 0.53 2.26 -1.28
N 0.089 -1.331 0.823 -2.08 0.71 -3.83
S -2.607 0.135 -0.418 -2.08 1.64 -1.00
H -0.323 -0.611 -1.972 0.93 0.27 1.19
H 1.336 -0.309 -2.211 0.76 0.64 0.27
H 0.804 -1.865 -1.695 0.33 1.45 1.16
H 0.479 1.195 1.384 0.02 0.72 1.76
H -0.273 1.541 -1.382 -0.41 0.84 -0.99
H -0.245 2.835 -0.097 -0.49 0.84 -0.63
H 2.730 0.447 -0.068 2.13 2.06 -1.64
H 2.540 -0.534 1.339 -1.01 0.92 -2.06
H -1.815 -0.155 1.703 0.13 -2.21 1.70
H 0.614 -1.792 1.478 1.93 -1.23 1.76
H -2.680 1.232 1.449 -0.32 0.43 0.89
H -0.289 -2.026 0.136 0.53 0.54 1.41
H -2.038 -0.982 -0.423 1.04 -2.49 -0.20
```
Forces are in eV/Å.

Results
Energy ... -20108.675 eV
Highest occupied orbital energy ... -12.2 eV
Net charge ... +1
Gap between HOMO and LUMO ... 0.31666 Ha
Max |F| ... 0.089 hartree/bohr
LUMO level ... -3.61 eV
Energy relative to the best compared isomer or geometry (same formula, charge and spin) ... 83.0 kcal/mol

Here are the Mulliken charges for atoms 1 to 2, given in e:
1 C -1.699
2 C -0.845


6.
Computed, not measured: 3 unconnected molecules or ions with the total composition C3H13NO2S, with ωB97M-V with the def2-TZVPD basis set.

```
20
Properties=species:S:1:pos:R:3:forces:R:3
N 1.679 -1.543 -0.188 0.48 0.02 -0.13
C 0.254 -1.830 -0.340 0.45 -0.06 0.50
C -0.573 -0.634 0.091 -0.20 -0.01 -0.68
C -1.984 -0.711 -0.488 0.09 0.21 0.22
S -2.948 0.819 -0.223 -0.16 -0.08 0.09
H 2.209 -2.361 -0.457 0.10 -0.09 0.08
H 1.921 -1.340 0.775 -0.09 -0.02 0.09
H 0.121 -2.087 -1.387 -0.34 0.05 -0.16
H -0.027 -2.690 0.274 -0.24 -0.21 -0.15
H -0.645 -0.619 1.172 0.05 0.13 0.32
H -0.056 0.276 -0.222 -0.10 0.04 -0.07
H -2.497 -1.557 -0.018 -0.11 0.18 -0.23
H -1.972 -0.841 -1.570 0.14 -0.21 0.09
H -2.046 1.477 0.511 0.09 -0.03 0.05
O 1.664 2.153 1.522 0.06 -0.07 0.09
H 2.245 1.511 1.088 -0.02 0.07 -0.20
H 2.256 2.877 1.747 -0.09 0.02 0.04
O 3.597 0.801 -0.216 0.13 0.36 0.42
H 4.205 1.402 -0.661 -0.11 -0.43 -0.12
H 3.538 -0.039 -0.680 -0.12 0.12 -0.24
```
Forces are in eV/Å.

Results
Energy ... -19742.153 eV
Highest occupied orbital energy ... -8.8 eV
Net charge ... 0
Gap between HOMO and LUMO ... 0.34671 Ha
Max |F| ... 0.014 hartree/bohr
LUMO level ... 0.65 eV
Energy relative to the best compared isomer or geometry (same formula, charge and spin) ... 6.7 kcal/mol

Here are the Mulliken charges for atoms 1 to 2, given in e:
1 N -0.478
2 C -0.791